Record 1
Density functional theory data (ωB97M-V/def2-TZVPD) for a molecular structure, C42H52BN8NaO4S3.

Kohn-Sham gap (alpha / beta) = 4.246 / 4.789 eV
Highest occupied orbital energy (alpha / beta) = -0.87 / -1.41 eV
Net charge = -2
Largest force on an atom = 0.69 eV/A

Last column: Mulliken charge in e.
Element x y z (Å)
S 3.565 -0.628 -0.602  -0.362
S -0.867 -2.259 -1.020  -0.279
S 0.047 2.065 0.081  -0.410
Na -0.743 0.541 -2.365  1.075
O -8.560 4.360 -4.126  -0.652
O -2.729 0.829 -1.753  -0.557
O -4.261 0.834 -0.096  -0.625
O -7.099 4.397 -5.697  -0.634
N 1.723 -1.988 0.804  0.590
N 1.663 0.455 1.463  1.003
N -0.504 -0.860 1.222  1.182
N -0.887 -0.105 2.273  -0.805
N -7.455 4.093 -4.573  1.012
N 2.703 0.136 2.252  -0.685
N 0.081 1.222 -4.329  -1.001
N 1.093 -3.100 1.287  -0.703
C 4.697 0.630 3.497  2.331
C -2.138 -0.040 2.586  -0.089
C 1.897 2.142 -5.597  0.799
C 3.474 1.066 2.704  0.088
C -3.823 1.135 -1.219  -0.074
C 4.917 -3.405 -0.600  -1.755
C -4.394 2.333 -3.395  -0.336
C 4.735 -0.891 3.640  -1.815
C 1.552 -6.765 1.527  -2.361
C 1.326 1.726 1.103  0.524
C 2.144 2.776 1.667  0.253
C 1.526 2.749 -7.926  -0.773
C 0.205 2.321 -7.807  -0.515
C -0.513 -5.429 1.118  -1.346
C -6.944 2.954 -2.460  -0.563
C -6.062 2.244 -1.666  -0.177
C -2.510 0.889 3.737  2.366
C -1.370 -1.539 0.403  0.871
C 2.347 2.645 -6.800  -0.539
C -0.305 1.808 -6.629  0.883
C -2.751 -1.536 0.810  -0.177
C 3.207 2.434 2.431  -0.702
C 4.670 1.273 4.889  -1.812
C -6.527 3.344 -3.725  0.137
C 0.876 -5.415 1.767  2.434
C -3.111 -0.797 1.882  -0.082
C 3.594 -3.280 0.087  0.652
C 5.947 1.087 2.733  -1.672
C -1.440 1.970 3.913  -1.829
C 0.726 -5.193 3.278  -1.646
C 0.532 1.701 -5.464  0.237
C -2.617 0.060 5.024  -1.874
C -3.762 -2.247 -0.023  -2.007
C 1.826 4.200 1.345  -1.721
C 2.961 -4.397 0.617  -0.530
C 2.775 2.033 -4.384  -1.379
C 2.961 -2.030 0.139  0.132
C -5.261 3.045 -4.208  -0.406
C -4.786 1.927 -2.123  -0.182
C -3.853 1.569 3.441  -1.975
C -1.730 1.358 -6.500  -1.149
C 1.686 -4.257 1.183  -0.198
B 0.964 -0.786 0.987  -0.329
H -3.397 2.080 -3.730  0.576
H 6.849 0.778 3.269  0.468
H -2.269 1.957 -5.755  -0.002
H 0.232 -4.240 3.466  0.282
H 3.437 -5.366 0.546  0.372
H 5.255 -4.444 -0.601  0.375
H -2.259 1.437 -7.452  0.377
H 5.551 0.966 5.460  0.458
H 3.779 0.962 5.439  0.379
H 5.976 2.174 2.621  0.317
H 3.857 3.205 2.829  0.293
H 1.905 3.147 -8.860  0.336
H 4.844 -3.042 -1.628  0.321
H 5.961 0.643 1.735  0.331
H -3.739 -1.833 -1.033  0.331
H 0.789 4.423 1.600  0.301
H 5.637 -1.181 4.186  0.495
H 3.793 2.366 -4.602  0.352
H -4.155 -0.728 2.154  0.168
H 2.529 -6.819 2.012  0.411
H -1.112 -6.250 1.527  0.438
H -0.435 -5.553 0.036  0.345
H -7.938 3.210 -2.124  0.449
H -0.460 2.388 -8.666  0.272
H 1.706 -5.173 3.764  0.356
H 2.380 2.633 -3.556  0.214
H -2.911 0.696 5.864  0.442
H -6.332 1.917 -0.671  0.479
H 2.815 1.005 -4.009  0.242
H 4.671 2.364 4.832  0.303
H -3.842 2.036 2.454  0.377
H 0.928 -7.561 1.940  0.433
H 0.133 -5.997 3.726  0.416
H -4.759 -2.119 0.398  0.390
H -3.519 -3.309 -0.106  0.355
H 1.915 4.367 0.270  0.323
H -4.684 0.862 3.470  0.357
H -1.353 2.572 3.005  0.362
H 3.384 2.969 -6.861  0.275
H -1.027 -4.484 1.297  0.068
H 4.738 -1.374 2.661  0.190
H -1.714 2.620 4.749  0.519
H -4.046 2.336 4.196  0.487
H 3.861 -1.258 4.180  0.350
H -0.463 1.529 4.110  0.229
H -3.362 -0.733 4.917  0.365
H 2.497 4.874 1.880  0.402
H -4.973 3.367 -5.198  0.513
H -1.656 -0.405 5.258  0.351
H 5.669 -2.779 -0.114  0.247
H -1.787 0.322 -6.149  0.228
H 1.686 -6.958 0.459  0.437

Record 2
Density functional theory data (ωB97M-V/def2-TZVPD) for a molecular structure, C42H52CaN5PSSiTe.

Kohn-Sham gap = 4.654 eV
Highest occupied orbital energy = -0.52 eV
Net charge = -2
Largest force on an atom = 0.53 eV/A

Last column: Mulliken charge in e.
Element x y z (Å)
Te -4.007 -2.169 -2.659  -0.827
Ca 0.152 -0.517 -0.285  1.308
S -1.861 -1.067 -2.083  -0.170
P -0.826 2.324 -0.087  1.980
Si -1.512 -1.994 2.832  0.100
N -0.232 -2.508 -3.732  -0.794
N -0.005 -2.863 -0.258  1.368
N -0.340 -3.259 -1.536  -0.444
N 0.106 -1.775 2.158  1.698
N 1.744 1.109 -1.012  1.183
C 1.560 -1.601 4.088  -0.545
C -1.701 2.652 -2.700  -1.516
C -2.671 -0.542 2.473  0.232
C 4.805 -1.203 -2.778  0.910
C 0.464 -3.671 0.638  -0.636
C 2.754 4.539 -1.937  -0.945
C -1.263 3.130 1.529  1.774
C 2.802 0.154 -3.000  1.557
C 0.976 -0.990 3.028  -0.423
C 1.529 -3.019 4.217  -1.723
C -4.210 0.641 1.010  -0.595
C -2.262 -3.606 2.239  0.700
C -3.065 0.307 3.509  -0.545
C -3.136 3.848 -1.016  -1.679
C -0.354 2.521 2.598  -1.591
C -3.292 -5.037 0.576  -0.887
C 3.806 -0.628 -3.554  -1.102
C 0.701 -3.108 1.937  -0.020
C -3.257 -0.349 1.217  0.772
C 3.800 0.038 0.671  -1.410
C 3.794 -0.190 -0.815  1.217
C 5.852 -2.092 -3.397  -1.625
C 1.239 -3.728 3.043  0.153
C 0.595 3.231 -0.765  -0.511
C -4.008 1.308 3.310  -0.605
C 0.666 -5.129 0.345  -2.062
C -4.589 1.470 2.056  -0.520
C -2.873 -5.890 2.785  -0.637
C -1.219 4.652 1.652  -1.822
C -3.356 -6.076 1.496  -0.390
C 1.726 2.452 -1.160  -1.119
C 1.702 0.716 -3.851  -1.090
C 1.563 6.775 -1.855  -1.813
C 2.793 0.387 -1.614  -1.366
C -0.379 -2.036 -2.375  -0.217
C 4.780 -0.972 -1.410  -1.264
C 1.629 5.293 -1.595  0.400
C -2.334 -4.663 3.150  -0.282
C -2.233 2.646 -1.268  1.043
C 0.576 4.602 -1.015  0.424
C 2.810 3.178 -1.734  -0.597
C -2.746 -3.817 0.945  0.536
H 1.147 0.047 2.771  0.164
H 3.609 5.036 -2.388  0.340
H -1.126 3.558 -2.905  0.350
H -1.583 4.946 2.642  0.494
H -5.334 2.241 1.896  0.345
H 1.532 -4.772 2.970  0.243
H 2.351 7.320 -1.326  0.343
H -0.027 -1.725 -4.338  0.299
H 6.803 -2.015 -2.865  0.383
H -2.688 -3.051 0.182  -0.380
H -0.256 -5.517 -0.096  0.381
H 1.673 1.807 -3.813  0.263
H -3.556 3.852 -0.009  0.244
H -4.660 0.736 0.028  0.364
H -1.945 -4.529 4.155  0.281
H -2.632 0.176 4.496  0.301
H -3.975 3.824 -1.718  0.495
H -2.841 1.741 -1.164  -0.116
H 1.468 -5.270 -0.386  0.305
H 1.669 7.009 -2.919  0.332
H 2.152 -1.005 4.777  0.408
H -0.195 5.016 1.554  0.378
H 0.605 7.182 -1.525  0.321
H 3.039 -0.555 1.189  0.200
H -2.538 2.595 -3.401  0.535
H -1.065 1.786 -2.891  -0.004
H -2.992 -0.966 0.367  -0.296
H -2.602 4.790 -1.175  0.213
H -1.119 -2.903 -4.064  0.271
H 6.026 -1.827 -4.442  0.380
H -0.516 1.454 2.706  0.077
H -0.318 5.162 -0.761  -0.055
H 1.823 0.405 -4.891  0.433
H -2.909 -6.700 3.505  0.367
H 0.739 0.349 -3.482  -0.238
H -2.285 2.782 1.709  -0.734
H 1.987 -3.510 5.064  0.357
H 0.701 2.682 2.347  0.225
H -3.777 -7.032 1.206  0.353
H 5.546 -3.141 -3.373  0.270
H -4.294 1.953 4.133  0.379
H 5.548 -1.413 -0.779  0.350
H 0.347 -3.893 -1.939  0.268
H 3.795 -0.812 -4.625  0.280
H 0.905 -5.699 1.239  0.432
H 4.764 -0.247 1.096  0.471
H -1.830 5.162 0.909  0.287
H 3.599 1.084 0.908  0.198
H -0.538 2.988 3.571  0.574
H 3.695 2.628 -2.031  0.415
H -3.659 -5.150 -0.437  0.397
H -1.458 -2.050 4.314  -0.524

We obtain relative energy (zero: lowest compared OMol25 entry of this formula, charge and spin) values of 5.53 53.06 kcal/mol for the records listed above, in that order.